Run w
Entry from the Open Molecules 2025 dataset: a structure of composition C11H15InNP (ωB97M-V with the def2-TZVPD basis set).

Summary:
Highest occupied orbital energy (spin up / spin down)   -4.22 / -4.17 eV
E_LUMO (spin up / spin down)   0.14 / 0.09 eV

Cartesian coordinates (Å):
1 N 0.162 0.270 0.515
2 C 1.249 2.058 1.660
3 C 1.083 1.271 0.518
4 H -1.144 -3.603 -0.376
5 H -1.469 -0.716 1.362
6 H -1.259 0.574 3.548
7 C -0.722 0.056 1.531
8 H -0.310 1.706 -3.585
9 C -1.180 -2.708 -2.429
10 H 1.375 3.290 3.873
11 H 0.797 1.883 4.837
12 C -0.606 -3.143 -1.190
13 In -0.199 -0.654 -1.397
14 H 2.016 2.834 1.664
15 C 0.562 2.565 4.007
16 H -0.376 3.087 4.245
17 P -1.076 1.426 -2.347
18 C -0.599 0.794 2.707
19 C -0.113 -2.269 -3.275
20 H 1.526 -3.260 -0.528
21 H -0.819 2.441 -1.311
22 C 0.808 -2.967 -1.276
23 H -0.218 -1.902 -4.286
24 H -2.527 1.231 -2.570
25 H -2.225 -2.759 -2.700
26 C 1.120 -2.441 -2.570
27 C 0.402 1.787 2.753
28 H 2.109 -2.263 -2.968
29 H 1.631 1.413 -0.411

Atomic partial charges in e from the Mulliken method, atoms 1 to 6: number 1, N, carries -0.3349; number 2, C, carries -0.7714; number 3, C, carries -0.1648; number 4, H, carries 0.4169; number 5, H, carries 0.4738; number 6, H, carries 0.3724

Run x
Entry from the Open Molecules 2025 dataset: a structure of composition C11H15InNP (ωB97M-V with the def2-TZVPD basis set).

Summary:
Highest occupied orbital energy (spin up / spin down)   -5.43 / -5.65 eV
E_LUMO (spin up / spin down)   -2.10 / -2.06 eV

Cartesian coordinates (Å):
1 In 1.541 -2.434 -2.072
2 H 1.731 1.187 -4.701
3 H 2.207 0.051 2.040
4 C -0.466 2.272 -2.391
5 C -0.499 1.049 -4.353
6 P 0.006 -3.971 -0.808
7 H 2.123 -0.402 4.485
8 H -0.795 2.803 -1.500
9 H -2.375 1.400 -3.158
10 C -1.203 0.153 3.925
11 H 0.953 0.477 -0.031
12 C -1.163 0.399 2.555
13 H 0.672 -5.229 -0.617
14 C -0.023 -0.157 4.629
15 H 1.728 2.739 -2.459
16 H -1.207 -4.317 -1.499
17 C 1.202 -0.182 3.944
18 H -0.798 0.475 -5.227
19 H -0.410 -3.560 0.507
20 C 0.856 2.267 -2.915
21 C -1.306 1.531 -3.287
22 H -2.156 0.195 4.451
23 H -2.080 0.649 2.009
24 H -0.064 -0.378 5.694
25 C 1.255 0.064 2.570
26 N 0.084 0.484 0.493
27 H -0.752 0.657 -0.042
28 C 0.058 0.323 1.845
29 C 0.878 1.454 -4.086

Atomic partial charges in e from the Mulliken method, atoms 1 to 6: number 1, In, carries 0.4909; number 2, H, carries 0.4371; number 3, H, carries 0.3131; number 4, C, carries -0.5562; number 5, C, carries -0.5709; number 6, P, carries -0.2626

Q: What are the energies relative to the best structure? A: run w 24.7; run x 0.0, in kcal/mol.

Run w
Entry from the Open Molecules 2025 dataset: a cluster of 2 separate species, C2H6O2 in total (ωB97M-V with the def2-TZVPD basis set).

Summary:
Highest occupied orbital energy   -10.12 eV
Structure (SMILES)   C=O.CO
E_LUMO   0.38 eV

Cartesian coordinates (Å):
1 O -1.503 0.654 0.458
2 H 1.375 -0.349 -1.567
3 O -0.157 0.382 -1.442
4 C 0.821 -0.261 -0.655
5 H -0.734 -0.977 1.362
6 H 1.472 0.330 0.013
7 H 0.670 -1.305 -0.322
8 H -0.935 0.645 -0.882
9 H 0.073 0.674 1.708
10 C -0.664 0.094 1.143

Atomic partial charges in e from the Mulliken method, atoms 1 to 6: number 1, O, carries -0.4837; number 2, H, carries 0.3370; number 3, O, carries -0.5186; number 4, C, carries -0.7080; number 5, H, carries 0.3189; number 6, H, carries 0.2727

Run x
Entry from the Open Molecules 2025 dataset: a cluster of 2 separate species, C2H6O2 in total (ωB97M-V with the def2-TZVPD basis set).

Summary:
Highest occupied orbital energy   -9.83 eV
Structure (SMILES)   C=CO.O
E_LUMO   0.76 eV

Cartesian coordinates (Å):
1 H -2.219 -1.367 1.305
2 O 2.401 2.295 -0.615
3 H 1.500 1.970 -0.666
4 C -1.154 -1.516 1.165
5 C -0.517 -0.882 0.207
6 H 0.396 -1.293 -0.230
7 H -1.089 -0.269 -1.417
8 H 2.356 3.238 -0.834
9 H -0.670 -2.344 1.658
10 O -1.005 0.167 -0.575

Atomic partial charges in e from the Mulliken method, atoms 1 to 6: number 1, H, carries 0.2488; number 2, O, carries -0.6403; number 3, H, carries 0.3171; number 4, C, carries -0.5680; number 5, C, carries -0.0554; number 6, H, carries 0.3076

Q: What are the energies relative to the best structure? A: run w 34.2; run x 0.0, in kcal/mol.